[1]
Formula: C63H56AsBrCl2N5ORbS5
Source: OMol25
Level of theory: ωB97M-V/def2-TZVPD

M (u): 1370.71
Energy (a.u.): -10528.68557
Net charge: -2
Kohn-Sham gap (eV): 4.7
E_HOMO (eV): -1.441
Energy relative to the best compared isomer or geometry (same formula, charge and spin) (kcal/mol): 5.2

```
135
Properties=species:S:1:pos:R:3:forces:R:3
Rb 0.227754 0.387852 -0.386124 -0.54 0.47 0.32
Br -2.495779 3.771112 -7.156298 -0.04 0.01 -0.05
As 1.899192 -0.981838 -3.127729 0.03 -0.51 -0.67
Cl 5.971725 1.702715 3.711481 -0.06 -0.03 -0.07
Cl 2.968249 -0.733511 -0.172088 0.64 -0.24 0.35
S -2.992774 1.602378 -0.115310 -0.01 0.05 0.06
S 3.529656 1.910918 1.539765 0.23 -0.04 0.05
S -2.431379 -0.539900 -2.635012 -0.32 0.07 0.10
S 0.427767 -2.846519 0.662921 -0.26 -0.29 -0.11
S 1.001580 -0.747739 3.145716 0.11 -0.26 0.07
O -0.246432 7.206890 2.845502 -0.04 0.06 0.06
N -2.648329 -1.498438 1.167365 0.06 -0.02 0.11
N -0.990203 6.891035 0.728795 -0.07 -0.08 -0.03
N -1.024226 2.533156 -2.912781 0.11 0.29 -0.04
N 2.720953 2.522168 -2.111904 -0.17 0.29 -0.07
N 0.070346 2.769060 1.567524 -0.02 -0.05 0.00
C -3.413941 -0.268887 3.060788 0.04 0.02 0.03
C -1.755208 3.628930 -3.100772 -0.13 -0.19 -0.08
C 2.628975 4.912084 -1.876416 0.09 -0.01 0.03
C 3.798398 0.552828 -4.613416 0.13 -0.02 0.04
C -3.344645 -0.488252 1.691572 0.03 -0.01 -0.09
C 4.859779 -0.698833 -2.867913 0.06 0.06 -0.01
C -0.490502 -1.650358 -6.576708 0.05 0.00 0.00
C 2.609638 -2.772032 4.074244 -0.04 0.05 -0.07
C 1.714067 -2.322594 3.064564 0.09 -0.04 0.02
C 5.881689 -1.987576 2.218249 0.01 -0.02 0.08
C 4.595363 3.733830 -1.232600 0.04 -0.01 0.01
C -1.357136 4.436860 3.262243 -0.03 -0.02 0.12
C -2.219478 4.050568 -4.339845 0.01 0.03 0.06
C 0.818837 -3.575174 -2.675312 0.01 0.03 0.01
C 4.873691 -1.916882 1.270445 -0.07 -0.03 -0.07
C 3.926144 4.930219 -1.370027 -0.07 0.05 -0.01
C 1.505903 -3.246657 2.007199 0.08 0.08 0.06
C 1.931245 -5.678765 -2.333816 -0.01 0.05 0.00
C -4.083271 0.387967 0.715765 0.06 -0.06 -0.03
C -0.038571 -1.286867 -5.310245 0.04 0.02 -0.01
C 2.044502 -2.920762 -2.779170 0.08 0.07 0.00
C -0.919747 8.318813 0.457887 0.03 -0.04 -0.01
C -1.127069 2.133450 -5.276846 0.02 -0.11 0.03
C -0.615319 2.271927 2.596085 0.03 -0.05 -0.02
C 0.760583 -4.942822 -2.463006 0.04 -0.01 0.00
C 2.172401 -4.476074 1.949169 -0.05 0.12 0.04
C -4.743357 2.744482 -1.847827 0.10 -0.14 0.01
C -3.155035 5.938852 -0.072615 -0.01 0.07 0.08
C -3.829469 1.697327 -1.679466 -0.14 0.09 -0.04
C -1.654839 6.072717 -0.287795 0.06 0.08 0.06
C -3.576633 0.763693 -2.719503 0.09 0.05 -0.12
C -4.309761 0.985548 -3.915232 0.06 0.00 0.07
C -1.339467 3.069233 3.472861 0.01 0.07 -0.03
C 5.493498 0.333020 2.730561 -0.01 -0.09 -0.03
C 6.081811 -0.120804 -3.200966 -0.06 -0.01 -0.01
C 3.949111 2.559692 -1.608678 0.00 -0.17 0.04
C -5.197424 2.031008 -4.074610 0.01 -0.04 0.05
C 3.044922 -4.870318 2.949701 -0.06 0.13 0.06
C -1.988278 -2.320711 1.981612 -0.02 0.07 -0.15
C 6.185289 -0.846844 2.947502 -0.02 0.06 -0.01
C 0.406918 -2.076086 -7.543411 0.03 0.02 0.04
C 0.072870 4.083588 1.390748 -0.05 -0.16 -0.02
C 2.213231 -1.781917 -5.975904 -0.11 -0.04 -0.05
C -0.722155 1.810462 -3.986959 0.01 0.09 0.04
C -5.429017 2.933849 -3.035283 0.08 -0.08 -0.03
C -1.194573 -3.404402 1.306548 0.11 0.14 -0.04
C 3.213052 -3.661637 -2.651072 -0.08 -0.09 0.00
C 5.012576 1.131936 -4.945424 0.04 0.00 0.07
C 1.316862 -1.347354 -4.998261 0.04 0.05 0.06
C 3.156278 -5.034103 -2.424782 -0.05 0.07 -0.01
C 2.078983 3.693215 -2.229722 0.09 -0.14 0.00
C 6.163177 0.790675 -4.241287 -0.05 0.02 -0.04
C 3.246626 -3.995100 4.022815 -0.03 0.04 -0.07
C 3.708029 -0.386848 -3.584598 0.00 0.06 0.02
C -2.737583 -1.136753 3.908832 -0.05 0.05 0.00
C -1.888155 3.270067 -5.429963 -0.01 0.05 -0.02
C 0.315318 8.678792 -0.358413 0.02 0.02 0.01
C 1.763549 -2.140630 -7.238241 -0.04 0.02 0.03
C -0.610425 6.442425 1.963333 -0.01 -0.10 -0.08
C 4.205940 -0.723914 1.075920 -0.01 -0.04 -0.11
C -2.015464 -2.177843 3.365794 0.02 -0.08 0.03
C -0.645416 4.960758 2.193860 0.03 0.15 -0.09
C 4.441718 0.479024 1.786118 -0.07 0.11 0.06
H 4.076486 -5.595459 -2.314499 0.00 0.00 0.00
H 3.558036 -5.823177 2.894829 0.00 0.01 0.01
H -0.567686 1.192236 2.728725 -0.05 0.09 -0.03
H -0.901527 8.838417 1.411956 -0.01 0.02 0.04
H 4.579193 -2.793518 0.703406 -0.01 0.06 0.02
H 2.805303 -2.089589 4.892859 0.01 -0.02 0.00
H 4.178987 -3.187454 -2.728138 0.06 0.05 -0.02
H -4.131686 0.293485 -4.729933 -0.02 0.01 -0.01
H 0.309723 8.183644 -1.332218 0.00 0.00 0.03
H 2.473157 -2.478662 -7.984610 0.00 0.00 0.00
H -2.748479 -0.982713 4.981006 -0.01 0.01 0.00
H 6.389153 -2.924349 2.411159 0.01 0.03 -0.01
H 6.957870 -0.867352 3.706557 -0.01 0.02 -0.02
H -3.637149 6.919700 -0.035767 0.00 -0.04 0.00
H -1.744159 -3.738305 0.426333 -0.05 -0.03 0.03
H 6.962092 -0.367340 -2.619382 -0.02 -0.01 0.00
H -1.551895 -1.601439 -6.792611 0.02 0.00 0.00
H 4.811205 -1.347085 -2.005899 0.00 -0.06 0.01
H -5.719061 2.148057 -5.018744 0.02 0.00 -0.02
H 1.214028 8.369047 0.176703 -0.01 0.01 -0.01
H -1.204001 5.087788 -0.323203 0.02 -0.05 -0.04
H -0.770180 -0.969510 -4.571761 -0.01 -0.05 0.04
H -2.026955 4.183355 -2.210662 0.05 0.03 0.01
H 4.388917 5.861641 -1.066493 0.00 0.00 0.00
H 4.446078 1.605064 -1.480700 -0.03 0.04 0.00
H 5.058355 1.866244 -5.741119 0.00 -0.01 0.01
H 2.052250 5.822762 -1.988461 0.01 -0.01 0.00
H 1.888447 -6.745662 -2.149172 0.00 0.01 0.00
H -0.106753 -3.010550 -2.743478 0.00 0.01 -0.02
H -1.440198 -2.848464 3.990566 0.01 0.02 -0.02
H 0.366579 9.757464 -0.526101 -0.01 -0.03 -0.01
H -6.123500 3.757375 -3.149481 -0.01 -0.01 0.00
H -0.864161 1.497640 -6.111084 0.01 0.02 0.01
H -3.353068 5.415504 0.864696 -0.01 0.00 -0.02
H 1.994400 -5.115822 1.090525 -0.01 0.03 0.01
H -3.979656 0.571369 3.445799 -0.01 -0.02 0.01
H -1.873038 2.619993 4.300700 0.02 0.00 -0.03
H 0.677949 4.454346 0.565618 0.00 -0.03 0.04
H 7.111305 1.253838 -4.488274 -0.01 -0.01 0.00
H -1.450481 6.548174 -1.249247 0.01 -0.03 -0.05
H -1.903894 5.101125 3.921708 0.02 0.00 -0.01
H -4.483729 -0.228699 -0.086878 0.00 -0.07 0.03
H -1.830597 8.609536 -0.071766 -0.01 0.02 -0.01
H -2.832261 4.935156 -4.438826 0.01 -0.01 0.01
H -3.605654 5.358942 -0.880855 0.01 0.03 0.02
H 5.580572 3.679264 -0.787939 -0.04 0.01 -0.03
H 0.055932 -2.360703 -8.528614 0.01 0.00 0.01
H 1.071508 3.643225 -2.621099 -0.04 -0.02 0.00
H -1.005942 -4.244147 1.973358 -0.03 -0.04 0.00
H -0.203241 -5.428405 -2.372796 0.00 0.00 0.00
H 3.270501 -1.843733 -5.750446 0.01 -0.03 0.00
H -4.890377 0.923828 1.214381 -0.05 0.00 -0.01
H 2.907234 0.839821 -5.158284 0.00 0.02 -0.01
H 3.932605 -4.268041 4.819631 -0.02 0.02 -0.02
H -4.897053 3.424026 -1.017377 0.00 -0.02 0.03
H -0.125392 0.928986 -3.816388 0.09 -0.03 0.04
```
Positions in Å, forces in eV/Å.

***

[2]
Formula: C5H9NO
Source: OMol25
Level of theory: ωB97M-V/def2-TZVPD

M (u): 99.13
Energy (a.u.): -325.65399
Net charge: 0
Kohn-Sham gap (eV): 7.4
E_HOMO (eV): -8.134
Energy relative to the best compared isomer or geometry (same formula, charge and spin) (kcal/mol): 177.9

```
16
Properties=species:S:1:pos:R:3:forces:R:3
O 3.090313 -0.458369 0.595365 -0.18 -0.08 0.37
N 1.974639 -0.644790 0.151361 0.09 0.25 0.04
C -0.430450 -0.224445 -0.125016 0.03 0.02 0.22
C 0.844069 0.020967 0.425735 0.19 -0.09 -0.09
C -0.725244 1.287086 -0.029170 -0.17 0.13 -0.06
C -1.559405 -1.233641 -0.171614 0.11 -0.01 0.05
C 0.728891 1.517895 0.453787 0.04 0.25 0.15
H 0.868763 1.998188 1.422780 -0.17 0.03 -0.09
H -1.059606 1.834170 -0.915684 0.13 -0.21 0.04
H 1.379059 1.989776 -0.290783 -0.06 -0.04 0.20
H 0.527491 -1.559288 -1.082561 0.59 -0.33 0.07
H -1.443555 1.473154 0.780025 -0.03 -0.07 -0.18
H -1.229693 -2.232002 -0.456553 -0.07 0.15 0.28
H -2.263132 -0.903393 -0.948407 0.17 -0.03 0.17
H -2.123196 -1.281919 0.770505 0.14 0.19 -0.07
H 1.421060 -1.583390 -0.579769 -0.82 -0.17 -1.09
```
Positions in Å, forces in eV/Å.

***

[3]
Formula: C7H11N3
Source: OMol25
Level of theory: ωB97M-V/def2-TZVPD

<S²>: 2.013
M (u): 137.19
Energy (a.u.): -437.34283
Net charge: 0
Kohn-Sham gap (alpha / beta) (eV): 9.6 / 7.2
Spin multiplicity: 3
E_HOMO (alpha / beta) (eV): -8.508 / -8.343
Energy relative to the best compared isomer or geometry (same formula, charge and spin) (kcal/mol): 26.4

```
21
Properties=species:S:1:pos:R:3:forces:R:3
N -1.978608 -0.033286 0.582211 0.30 -1.02 0.64
N -1.832026 2.143459 0.616192 0.74 1.65 0.23
N 1.077289 -1.587195 -0.121266 -0.27 0.05 0.89
C -0.775857 0.389360 0.017739 -0.60 -2.34 0.25
C -0.617105 1.707865 0.056891 -3.06 -0.81 0.91
C -2.468814 -1.390785 0.957770 -1.95 2.10 1.66
C 2.386541 -0.986796 0.038189 -0.75 -0.43 -0.65
C -2.558379 1.123724 0.949926 -2.24 1.23 1.01
C 1.849195 -1.348922 -1.291674 -0.24 1.56 -0.31
C 0.370337 2.515252 -0.576090 3.30 0.82 -0.43
H 0.898707 1.821560 -1.304769 -0.56 1.25 0.47
H -1.711555 -2.073391 0.929202 2.20 -1.72 -0.93
H -3.319666 -1.655890 0.293843 0.54 -0.01 0.75
H -3.592366 1.303301 1.486571 2.28 -0.95 -1.26
H -2.713399 -1.474725 2.111152 -0.13 0.76 -2.34
H -0.091112 3.387452 -1.052646 0.34 -0.24 -0.10
H 1.214185 2.878439 0.127436 -1.41 -0.36 -0.91
H 1.620890 -0.517076 -1.997426 -0.30 -0.96 0.41
H 3.193391 -1.525432 0.420461 0.98 -1.15 0.86
H 2.015001 -2.335044 -1.667884 0.91 -0.27 -0.86
H 2.329429 -0.004799 0.454985 -0.08 0.85 -0.28
```
Positions in Å, forces in eV/Å.